{
  "formula": "C3H3N3O2",
  "method": "ωB97M-V/def2-TZVPD",
  "charge": 0,
  "smiles": "O=C1NN=N/C1=C\\O",
  "homo_ha": -0.350,
  "orbital_gap_ha": 0.3211,
  "e_tot_ev": -11721.18474,
  "relative_energy_kcal_mol": 110.1,
  "elements": ["C", "C", "C", "H", "H", "H", "N", "N", "N", "O", "O"],
  "xyz": [[1.282072, -0.610255, -0.728244], [0.163071, -0.167945, -0.138983], [-0.618865, -0.526329, 1.047442], [1.274776, 0.624791, -2.191101], [1.818313, -1.642536, -0.467320], [-1.907999, 0.940002, 2.013830], [-0.510189, 0.963101, -0.641270], [-1.442548, 1.395260, 0.071761], [-1.652495, 0.407617, 0.936618], [2.044716, -0.024426, -1.764460], [-0.450852, -1.359279, 1.861726]],
  "forces_ev_per_a": [[3.6400, -2.4727, -1.0059], [-1.3032, 0.8576, -0.6990], [0.8591, 0.4801, -2.1669], [3.0675, -1.7337, 1.3253], [-1.3903, 2.5769, 0.0253], [0.4581, -2.6231, -4.0748], [2.1489, 2.5046, -2.4991], [1.2503, -1.5323, -1.9085], [-2.9369, 2.0862, 8.6365], [-5.7121, 1.3385, 0.4136], [-0.0814, -1.4822, 1.9535]]
}



{
  "formula": "C4H5NO3",
  "method": "ωB97M-V/def2-TZVPD",
  "charge": 0,
  "smiles": "O=CN1C[C@@H]1C(=O)O",
  "homo_ha": -0.372,
  "orbital_gap_ha": 0.3806,
  "e_tot_ev": -11857.74324,
  "relative_energy_kcal_mol": 98.2,
  "elements": ["C", "C", "C", "C", "H", "H", "H", "H", "H", "N", "O", "O", "O"],
  "xyz": [[-1.175822, -0.406154, -0.023337], [-0.321387, 0.898682, -0.213005], [0.609435, 0.744176, 0.863352], [1.605823, -0.418052, -0.745547], [-2.971519, -0.966464, -0.339654], [-1.161981, 1.745128, -0.497975], [0.699233, -0.427481, 1.329288], [1.050190, 1.547184, 1.779527], [1.343940, -0.937163, -1.723323], [1.124908, 0.811112, -0.528357], [-2.376129, -0.084236, -0.309297], [-0.735949, -1.513160, 0.333440], [2.309252, -0.993568, 0.074889]],
  "forces_ev_per_a": [[3.9995, -1.8816, -0.4304], [-3.9112, -0.0283, -0.2501], [3.9321, 0.9884, 5.9116], [2.2749, -4.3894, -1.1459], [1.7971, 2.7126, 0.3861], [3.1892, -1.6094, 0.5843], [-0.3776, 3.8662, -1.3017], [-1.6570, -1.9951, -3.3276], [0.2752, 0.7751, 0.7697], [-2.5103, 1.5766, 2.2233], [-4.8037, -2.9656, -0.7448], [-1.7954, 2.4199, -1.0675], [-0.4128, 0.5307, -1.6071]]
}